Here is C5H11N as an isolated structure from OMol25. Energies are from ωB97M-V/def2-TZVPD.

Positions of all 17 atoms, in Å:
C1 -1.5459 -0.9818 1.1327
C2 -0.2115 -1.4610 0.3396
C3 1.0691 -0.4285 0.3052
C4 1.2091 0.1804 -1.0122
C5 0.0587 2.2626 -0.6066
N1 0.0338 1.0811 -1.3329
H1 -2.3813 -1.6682 0.8785
H2 -1.4038 -1.2408 2.1793
H3 -1.8179 -0.0020 1.0973
H4 0.1016 -2.3905 0.8261
H5 -0.5874 -1.7008 -0.6653
H6 1.8343 -0.7625 0.9916
H7 2.1043 0.8478 -1.0659
H8 1.4082 -0.6244 -1.7720
H9 0.7038 2.6027 0.0978
H10 -0.1335 3.1632 -1.1739
H11 -0.4416 1.1228 -0.2190

Values from the calculation:
- Energy above the lowest of the compared OMol25 structures with the same formula, charge and spin: 196.4 kcal/mol
- Net charge: 0
- HOMO-LUMO gap: 5.189 eV
- E_LUMO: -1.2618 eV